Computed, not measured: an isolated ion of composition CH4NO2 and charge +1, with wB97M-V/def2-TZVPD.

XYZ file:
```
8
Properties=species:S:1:pos:R:3:forces:R:3
C -0.981285 0.146803 -0.138935 1.3 -2.0 -2.9
N 0.351549 -0.110526 0.218878 1.9 -0.9 3.3
O 2.502451 -0.227678 -0.062896 1.5 -0.5 1.0
O 1.418811 0.149294 -0.494518 -2.2 0.6 -1.2
H -1.257403 -0.609376 -0.889426 -0.5 -0.4 0.6
H -1.381973 0.116757 0.785588 -2.6 -0.2 2.5
H -1.124006 1.008144 -0.663614 -0.2 2.9 -1.1
H 0.471857 -0.473419 1.244924 0.8 0.5 -2.3
```
Forces are in eV/Å.

For the HOMO energy (spin up / spin down), the calculation gives -18.060 / -17.811 eV. The charge is +1. The value obtained for the gap between HOMO and LUMO (spin up / spin down) is 0.355 / 0.372 hartree. The maximum force comes out at 0.0768 Eh/bohr. As for the LUMO energy (spin up / spin down): -0.30879 / -0.28215 hartree.